# 1
7 unconnected molecules or ions with the total composition C27H57Cl2F6N2O9P2S6, computed with ωB97M-V with the def2-TZVPD basis set.

Structure (XYZ):
```
111
Properties=species:S:1:pos:R:3:forces:R:3:lowdin_charge:R:1
C -3.134721 -2.166219 -0.130340 0.234 0.086 -0.093 -0.09
C -2.596756 -2.268674 1.330589 -0.609 0.230 0.046 -0.23
C -1.685215 -1.051232 1.736584 -0.582 -1.157 0.330 -0.17
C -0.272596 -1.501506 2.204620 -1.021 0.216 0.727 -0.20
N 0.865567 -0.659657 1.737349 0.418 -1.320 -1.053 0.03
C 0.874054 -0.473615 0.336144 -0.455 1.022 0.359 -0.23
C 0.628136 0.836288 -0.133685 -0.434 1.023 -0.640 -0.05
C 0.437411 1.976687 0.867249 0.229 -0.320 0.737 -0.09
C -0.940575 2.037546 1.587650 0.581 -0.003 0.379 -0.06
C -1.142168 3.438802 2.185614 0.186 -1.784 0.560 -0.60
F -1.269585 4.405313 1.278955 0.005 0.040 0.474 0.16
F -2.202136 3.410045 3.022328 0.032 0.523 -0.583 0.14
F -0.065145 3.696204 2.988073 -0.247 0.495 -0.512 0.11
C 0.586745 1.120675 -1.511263 0.593 -0.587 -0.180 -0.11
C 0.348703 2.490940 -2.111448 -1.039 -0.025 0.217 -0.06
C -1.112199 2.520374 -2.724285 0.715 0.100 -0.511 -0.25
O -0.997201 2.953705 -4.065920 -0.005 -0.063 0.115 -0.02
C -2.036424 3.517491 -1.996438 -1.073 0.070 -0.845 -0.55
F -1.473726 4.713160 -1.779717 0.102 -0.530 0.281 0.17
F -3.120350 3.747619 -2.775172 0.351 -0.182 0.307 0.14
F -2.519891 3.012680 -0.839192 0.589 0.194 -0.122 0.14
C 0.824635 0.023486 -2.420533 -0.335 1.090 0.474 -0.53
Cl 0.800354 0.397620 -4.122318 0.285 -0.428 0.739 0.86
C 1.081158 -1.227776 -1.922815 0.346 -0.411 -0.663 -0.31
P 1.426360 -2.541650 -3.219553 -0.305 -0.669 -0.884 0.73
O 0.478523 -2.493219 -4.343878 -0.047 0.222 -0.035 -0.45
N 1.105971 -1.466001 -0.562509 0.201 -0.234 -1.715 -0.11
P 1.483516 -3.097087 0.092885 0.404 -1.147 3.032 0.69
O 2.876113 -3.537125 -0.665603 -1.210 0.660 -0.772 -0.32
Cl -0.056218 -4.391399 -0.487189 0.612 0.750 -0.622 0.31
H -2.757138 -2.968372 -0.786727 -0.373 0.201 0.261 0.04
H -4.234951 -2.144681 -0.133770 0.404 -0.260 -0.068 0.07
H -2.826478 -1.224730 -0.628417 -0.035 -0.298 0.321 0.06
H -2.085730 -3.233630 1.503531 -0.033 0.428 -0.200 0.08
H -3.489671 -2.303551 1.994087 0.658 0.127 -0.363 0.08
H -2.193283 -0.584424 2.595777 0.307 0.297 -0.517 0.11
H -1.698071 -0.370451 0.877965 0.290 -0.047 0.359 0.07
H -0.171048 -2.577363 1.976471 0.359 0.443 -0.158 0.05
H -0.261440 -1.438658 3.305628 0.244 -0.047 -0.435 0.12
H 1.712051 -1.207351 1.962769 -0.140 0.287 0.574 0.06
H 0.650423 2.969674 0.455002 0.017 -0.517 -0.275 0.11
H 1.187430 1.812615 1.659342 -0.273 0.137 -0.317 0.13
H -0.875616 1.370331 2.460922 -0.208 0.232 -0.322 0.12
H -1.790830 1.703173 0.986052 0.197 0.489 0.071 0.11
H 1.046184 2.710681 -2.933737 -0.187 -0.270 0.342 0.10
H 0.426181 3.313779 -1.393206 0.143 -0.434 -0.084 0.12
H -1.582714 1.521903 -2.695325 0.038 0.411 0.260 0.16
H -1.526836 2.389648 -4.642825 -0.038 0.193 0.137 0.11
H 2.783894 -2.325006 -3.588516 -0.249 0.113 0.465 0.04
H 1.396292 -3.833565 -2.657727 0.283 0.549 0.404 -0.02
H 3.053851 -4.474426 -0.479693 0.073 0.129 -0.030 0.08
C -6.968300 -3.587758 4.135634 0.073 -0.067 0.088 -0.27
S -7.112994 -2.162438 3.048393 -0.142 -0.006 -0.024 0.82
O -5.828762 -2.042074 2.302960 0.094 0.008 0.119 -0.56
C -7.091720 -0.924795 4.353162 0.072 0.060 0.099 -0.27
H -6.923176 -4.483142 3.518452 -0.021 0.063 -0.059 0.05
H -6.058238 -3.508594 4.731195 0.007 0.058 -0.038 0.06
H -7.842128 -3.638613 4.785382 -0.016 0.022 -0.039 0.06
H -6.173587 -1.015453 4.934709 0.010 -0.051 -0.047 0.06
H -7.961388 -1.060325 4.996284 -0.015 -0.016 -0.042 0.06
H -7.133732 0.059230 3.889803 -0.017 -0.055 -0.068 0.05
C 4.266122 0.708474 -1.754947 0.072 -0.184 -0.019 -0.26
S 4.625863 2.442161 -2.083700 0.090 0.030 0.150 0.84
O 3.659606 2.892524 -3.124198 -0.092 -0.182 0.144 -0.56
C 6.203738 2.155587 -2.893701 0.041 -0.053 -0.140 -0.25
H 3.289573 0.648509 -1.277876 0.034 0.107 0.052 0.02
H 4.250572 0.146384 -2.690612 0.025 0.080 -0.043 0.06
H 5.022265 0.303565 -1.081455 -0.004 0.021 0.001 0.06
H 6.065309 1.498417 -3.752918 -0.063 0.017 0.013 0.06
H 6.899577 1.708459 -2.183641 -0.035 0.035 0.039 0.06
H 6.593714 3.115117 -3.228312 -0.072 0.025 0.050 0.06
C 2.603153 -1.672778 5.826970 -0.017 0.033 -0.117 -0.27
S 3.354686 -2.691319 4.557268 0.092 0.015 0.328 0.85
O 2.761910 -2.267662 3.246834 -0.177 -0.048 -0.188 -0.60
C 2.551645 -4.227194 5.030903 -0.122 -0.082 -0.137 -0.26
H 2.939806 -0.647753 5.692447 0.007 -0.025 0.031 0.04
H 1.517267 -1.711394 5.740185 0.016 -0.026 -0.033 0.06
H 2.914958 -2.027478 6.808698 0.040 0.018 -0.020 0.07
H 1.468455 -4.105442 4.994033 0.021 0.070 -0.002 0.06
H 2.866873 -4.503443 6.036629 0.045 0.047 -0.014 0.06
H 2.854997 -5.003499 4.330301 0.049 0.046 0.001 0.05
C 2.632128 3.244255 8.209443 0.122 0.033 -0.011 -0.27
S 1.294856 2.192583 7.628452 -0.086 0.093 0.084 0.83
O 1.871626 0.840281 7.379166 0.070 0.060 -0.137 -0.57
C 1.101514 2.994492 6.029622 0.063 -0.002 -0.098 -0.28
H 2.940665 2.890987 9.191532 -0.071 -0.046 -0.016 0.05
H 3.474757 3.187124 7.519766 -0.041 -0.049 -0.029 0.06
H 2.276978 4.271833 8.288500 -0.044 -0.028 0.007 0.06
H 2.041946 2.953299 5.478426 0.018 -0.029 0.057 0.06
H 0.795223 4.030145 6.176823 -0.025 -0.023 0.024 0.06
H 0.329849 2.465232 5.473464 -0.013 -0.017 0.079 0.04
C 3.660591 3.435479 -6.151247 -0.032 0.083 -0.020 -0.28
S 2.515550 3.466604 -7.536798 0.042 -0.018 0.026 0.79
O 3.297052 3.803043 -8.753606 -0.022 0.021 0.039 -0.55
C 1.646862 4.957629 -7.025203 -0.032 0.114 0.077 -0.27
H 4.336556 2.592256 -6.285241 -0.063 -0.019 -0.077 0.05
H 4.235878 4.361729 -6.123935 -0.037 0.015 -0.072 0.06
H 3.106727 3.309781 -5.223893 0.017 -0.019 -0.017 0.01
H 2.351073 5.786085 -6.943510 0.045 -0.052 -0.037 0.06
H 1.156105 4.782108 -6.066748 0.002 -0.043 -0.014 0.05
H 0.897059 5.190424 -7.779186 0.039 -0.071 -0.033 0.05
C -1.660705 -4.331698 -5.940576 0.099 -0.159 -0.058 -0.27
S -2.807041 -3.291396 -5.028537 0.117 0.069 -0.028 0.79
O -2.667237 -3.633168 -3.583592 -0.012 -0.075 -0.010 -0.58
C -4.302574 -4.092002 -5.627741 -0.094 -0.099 0.034 -0.27
H -0.649815 -4.025966 -5.682025 -0.074 0.113 0.052 0.02
H -1.810989 -5.376484 -5.665109 -0.092 0.032 0.034 0.06
H -1.820399 -4.195962 -7.010741 -0.041 0.030 0.021 0.06
H -4.282684 -5.151959 -5.372889 0.056 0.023 0.033 0.06
H -4.374268 -3.964296 -6.708036 0.035 0.039 0.014 0.05
H -5.158190 -3.618785 -5.149243 0.061 0.041 0.023 0.05
```
Positions in Å, forces in eV/Å.

Values from the calculation:
Charge: +1
Highest occupied orbital energy (Ha): -0.36958
Lowest unoccupied orbital energy (eV): -4.2
Largest force on an atom (eV Å⁻¹): 3.3
Electronic energy (hartree): -6440.72244
Gap between HOMO and LUMO (eV): 5.83

=====

# 2
4 unconnected molecules or ions with the total composition C27H57FN3O10, computed with ωB97M-V with the def2-TZVPD basis set.

Structure (XYZ):
```
98
Properties=species:S:1:pos:R:3:forces:R:3:lowdin_charge:R:1
C 3.786843 1.387826 -0.790217 0.427 0.080 0.649 -0.11
O 3.776888 0.337697 -1.737638 -0.741 0.150 -0.002 -0.18
C 2.643522 -0.516133 -1.540369 1.144 0.387 0.266 -0.22
C 2.925493 -1.479128 -0.364407 -1.258 -0.346 -0.340 -0.13
C 1.644054 -2.167928 0.211246 0.885 0.380 0.169 -0.16
C 0.496916 -1.177368 0.509041 -0.708 0.883 -0.198 -0.12
C -0.785112 -1.399858 -0.333793 0.690 -3.937 0.228 -0.36
C -1.456952 -2.635339 0.377616 0.032 0.782 -0.164 -0.01
C -0.598601 -1.957978 -1.781043 -1.131 1.306 -1.224 -0.08
C -1.575664 -1.089221 -2.661236 1.432 1.056 2.679 -0.06
C -2.601932 -0.557295 -1.575062 0.326 -0.147 -3.944 -0.15
C -3.384206 0.552538 -2.310672 1.562 0.165 0.557 -0.41
O -4.543109 0.602618 -2.154655 -2.881 0.087 0.444 0.18
N -2.742164 1.487841 -3.180286 -0.185 -1.148 -1.069 0.18
C -3.756477 2.277625 -3.822188 1.428 -2.192 -1.021 -0.56
O -4.223962 3.216786 -3.398275 -1.761 3.936 2.235 0.26
F -4.102023 1.842440 -5.029620 0.552 -0.910 -0.422 0.16
N -1.752143 -0.203863 -0.429493 1.104 -2.016 -0.364 0.05
N -2.308446 -0.110897 0.895613 -0.728 0.975 -0.243 -0.04
C -3.789852 -0.074241 0.915766 -0.156 0.522 0.504 0.01
C -1.783829 1.034332 1.629881 -0.262 1.528 -2.592 -0.49
C -1.534705 2.398724 0.995728 0.671 -0.568 -1.169 0.03
O -1.586388 0.892950 2.757704 0.448 -0.853 3.879 0.19
H 4.129488 1.040939 0.199864 -0.069 0.027 -0.212 0.07
H 4.480564 2.167562 -1.114612 -0.141 -0.204 -0.158 0.10
H 2.792198 1.839430 -0.626354 0.109 -0.098 -0.322 0.08
H 1.780309 0.156084 -1.383752 -0.037 -0.366 0.070 0.09
H 2.502677 -1.039949 -2.494043 0.019 -0.079 0.259 0.12
H 3.392140 -0.980227 0.491377 0.091 0.207 -0.405 0.10
H 3.592114 -2.260189 -0.745116 0.063 0.198 0.254 0.12
H 1.959064 -2.574963 1.179668 -0.159 -0.119 -0.235 0.11
H 1.361664 -3.031935 -0.399808 -0.228 0.294 0.012 0.11
H 0.209594 -1.304716 1.558227 -0.015 0.271 -0.180 0.12
H 0.800540 -0.121526 0.397785 0.345 -0.322 0.097 0.11
H -2.409257 -2.893912 -0.100299 0.061 -0.060 0.358 0.09
H -0.766940 -3.465054 0.200506 -0.163 0.113 0.039 0.10
H -1.526621 -2.496383 1.457290 -0.382 0.022 -0.209 0.10
H 0.411367 -1.856081 -2.177335 -0.124 -0.290 0.152 0.10
H -0.992443 -2.970477 -1.876817 0.649 -0.071 0.325 0.12
H -0.969755 -0.191941 -2.870727 -0.275 -0.317 -0.859 0.11
H -2.032275 -1.562759 -3.526823 0.048 0.127 0.089 0.14
H -3.297247 -1.390421 -1.490280 -0.080 0.402 1.229 0.16
H -2.262926 1.017403 -3.952689 0.452 -0.049 0.537 0.14
H -1.113880 0.537266 -0.754919 -0.556 0.662 0.604 0.19
H -4.173012 0.778882 0.342216 -0.144 -0.397 -0.083 0.10
H -4.247222 -1.025398 0.641408 0.245 0.156 -0.226 0.10
H -4.070724 0.104443 1.959382 0.217 -0.113 -0.133 0.12
H -2.021713 2.554524 0.023386 -0.141 0.114 0.328 0.08
H -0.449582 2.461171 0.800961 -0.223 0.009 0.056 0.09
H -1.741386 3.198927 1.704950 -0.270 -0.252 -0.041 0.11
C 4.169652 -0.085996 6.195594 0.098 0.025 0.113 -0.10
O 5.322060 0.480729 5.592979 -0.244 -0.050 -0.171 -0.18
C 5.768491 -0.249569 4.459436 0.190 0.228 0.165 -0.20
C 5.337551 0.410563 3.166148 -0.038 -0.386 -0.114 -0.20
O 3.920459 0.373131 3.006945 -0.039 0.145 0.033 -0.22
C 3.304393 1.607492 3.330688 -0.106 -0.007 -0.153 -0.11
H 3.755430 0.649400 6.884414 0.085 0.015 0.003 0.09
H 3.406799 -0.340866 5.455716 0.021 -0.027 -0.016 0.08
H 4.443676 -0.982375 6.760495 -0.088 -0.045 -0.024 0.09
H 5.418392 -1.286110 4.500747 -0.009 0.005 -0.031 0.11
H 6.861933 -0.263094 4.497907 -0.002 -0.038 -0.051 0.13
H 5.767229 -0.148750 2.328022 0.043 0.024 0.008 0.12
H 5.707871 1.438384 3.108169 -0.040 0.006 0.067 0.13
H 3.478094 2.331220 2.525146 0.006 0.109 0.086 0.08
H 3.669453 2.018315 4.273551 0.057 -0.029 -0.012 0.09
H 2.230368 1.438299 3.421833 0.020 -0.075 -0.029 0.08
C -7.072808 3.871209 -4.836466 -0.126 -0.070 -0.115 -0.11
O -7.775950 3.975277 -6.062580 0.042 0.151 0.200 -0.19
C -8.944448 4.780090 -5.962591 0.051 -0.154 -0.381 -0.20
C -8.711055 6.173895 -6.510243 -0.160 0.186 0.340 -0.20
O -7.779336 6.897943 -5.717305 0.143 -0.196 -0.113 -0.19
C -6.481651 6.932158 -6.286290 -0.037 0.116 0.046 -0.11
H -6.090374 3.460855 -5.047304 -0.043 -0.017 -0.101 0.06
H -6.948369 4.843253 -4.353808 -0.020 -0.001 0.007 0.09
H -7.601881 3.190940 -4.158759 0.037 0.048 0.098 0.09
H -9.296778 4.825173 -4.927566 0.042 0.061 0.006 0.13
H -9.720541 4.293457 -6.561231 -0.025 0.029 0.022 0.13
H -9.655450 6.725822 -6.476930 -0.009 -0.032 -0.038 0.13
H -8.383439 6.131682 -7.553369 0.030 -0.069 0.020 0.13
H -6.459250 7.630246 -7.129842 0.073 -0.056 -0.040 0.09
H -6.157678 5.943961 -6.621191 -0.030 -0.008 -0.027 0.08
H -5.789480 7.284949 -5.522068 -0.073 0.045 0.016 0.09
C 6.717429 -4.800489 4.817056 0.040 0.087 0.090 -0.10
O 5.675220 -3.982491 4.302537 0.031 -0.191 -0.113 -0.21
C 5.506567 -4.126295 2.900058 -0.233 0.301 0.218 -0.20
C 4.331817 -5.025719 2.567440 0.224 -0.260 -0.255 -0.21
O 4.563330 -6.363279 2.975605 -0.065 0.165 0.182 -0.19
C 3.906507 -6.693140 4.189781 -0.006 -0.098 -0.050 -0.10
H 6.622348 -4.821761 5.901732 -0.031 0.078 -0.024 0.09
H 6.654320 -5.823181 4.440296 -0.012 0.018 -0.034 0.09
H 7.691508 -4.374286 4.557365 0.035 -0.076 -0.005 0.09
H 6.424010 -4.498294 2.434542 -0.039 -0.070 -0.006 0.13
H 5.306277 -3.126080 2.497431 0.005 -0.012 -0.056 0.11
H 4.201067 -5.042446 1.479283 -0.004 0.053 -0.004 0.12
H 3.408519 -4.637801 3.011962 0.048 0.040 0.072 0.12
H 2.833939 -6.827487 4.012025 -0.015 0.026 0.083 0.09
H 4.057545 -5.928695 4.954928 -0.008 0.028 -0.024 0.08
H 4.321355 -7.633063 4.550628 0.002 -0.004 -0.088 0.09
```
Positions in Å, forces in eV/Å.

Values from the calculation:
Charge: +1
Highest occupied orbital energy (Ha): -0.38604
Lowest unoccupied orbital energy (eV): -2.8
Largest force on an atom (eV Å⁻¹): 4.9
Electronic energy (hartree): -2079.01586
Gap between HOMO and LUMO (eV): 7.71